Density functional theory data (ωB97M-V/def2-TZVPD) for a 3-piece molecular cluster, H4IO2 overall in a non-equilibrium geometry.

Each line ends with the Löwdin charge.
Atoms and positions in Å:
I (-29.9452, 1.1872, -8.9237)  -0.391
O (-26.9080, -0.4363, -8.0092)  -0.089
H (-26.9386, -1.1046, -7.3344)  0.009
H (-27.7810, -0.2226, -8.1678)  -0.188
O (-27.8412, 1.7837, -11.5881)  -0.131
H (-28.4231, 1.8770, -12.3024)  -0.025
H (-28.3877, 1.8344, -10.7963)  -0.185

LUMO   3.76 eV
Net charge   -1
HOMO level   -3.88 eV
Relative energy (zero: lowest compared OMol25 entry of this formula, charge and spin)   6.9 kcal per mole


Density functional theory data (ωB97M-V/def2-TZVPD) for C16H17GdI2NO5 as an isolated structure in a non-equilibrium geometry.

Each line ends with the Löwdin charge.
Atoms and positions in Å:
C (-3.2520, -1.2426, 4.2083)  0.026
C (-3.2031, 0.3609, 4.2965)  -0.120
O (-1.8832, 0.8341, 4.0780)  0.076
C (-1.8573, 2.1415, 3.4447)  -0.054
N (-1.7892, 2.0196, 1.9740)  0.084
C (-0.9510, 2.9598, 1.2568)  -0.347
O (-1.0952, 4.1330, 1.1854)  0.168
C (0.1384, 2.0645, 0.5992)  -0.100
C (1.3936, 2.3903, -0.0513)  -0.453
I (1.8704, 4.5309, -0.2165)  1.091
C (2.2561, 1.2299, -0.5843)  -0.093
C (1.8606, -0.1894, -0.4544)  -0.157
C (2.7887, -1.3264, -1.0177)  -0.135
C (2.0628, -2.1967, -2.1494)  -0.167
C (2.6885, -2.0261, -3.5835)  -0.161
O (1.9480, -1.1642, -4.4677)  -0.066
C (0.6597, -1.6574, -4.7366)  -0.481
C (-0.5262, -0.8299, -4.0983)  0.013
O (0.4558, -2.6383, -5.3730)  0.174
C (0.5534, -0.5119, 0.2234)  -0.491
I (-0.1686, -2.4949, 0.5082)  1.137
C (-0.2327, 0.6283, 0.6928)  -0.057
C (-1.6330, 0.7131, 1.3954)  -0.342
O (-2.3763, -0.2172, 1.3403)  0.125
H (-3.3794, -1.7328, 5.1998)  0.109
H (-4.0721, -1.4702, 3.4733)  0.126
H (-2.2898, -1.5335, 3.6979)  0.090
H (-3.6185, 0.6693, 5.3190)  0.230
H (-3.8494, 0.7809, 3.4665)  0.167
H (-2.7844, 2.6803, 3.7962)  0.170
H (-0.9958, 2.7198, 3.8914)  0.187
H (3.2338, 1.4793, -1.1205)  -0.042
H (3.7376, -0.9216, -1.4458)  0.114
H (2.9883, -2.0050, -0.1379)  0.127
H (2.2309, -3.2734, -1.8558)  0.128
H (0.9613, -2.0246, -2.0933)  0.041
H (3.7425, -1.6335, -3.5618)  0.134
H (2.7430, -3.0369, -4.0730)  0.142
H (-0.1068, 0.1697, -3.7914)  0.074
H (-0.9202, -1.3089, -3.1665)  0.074
H (-1.3763, -0.7075, -4.8201)  0.104
Gd (4.0470, 3.6375, -1.2483)  1.354

LUMO (spin up / spin down)   -11.37 / -13.85 eV
Spin multiplicity   8
⟨S²⟩   16.785
Net charge   +3
HOMO level (spin up / spin down)   -16.43 / -16.43 eV


Density functional theory data (ωB97M-V/def2-TZVPD) for C34H46N5PPtSSi2 as an isolated structure.

Each line ends with the Löwdin charge.
Atoms and positions in Å:
Pt (0.3712, -0.6314, -0.0723)  0.668
N (-1.0491, -3.0676, 1.3976)  0.077
C (-2.1669, -2.5984, 2.0322)  -0.337
C (-3.0677, -3.5032, 2.6224)  -0.040
C (-4.1893, -3.0609, 3.2886)  -0.090
C (-4.4525, -1.6985, 3.4077)  -0.098
C (-3.5648, -0.8008, 2.8473)  -0.106
C (-2.4246, -1.2117, 2.1472)  -0.288
P (-1.2954, 0.0597, 1.4486)  0.953
C (-1.0598, 1.1443, 2.9008)  -0.347
C (-0.0455, 0.7921, 3.7934)  -0.097
C (0.1313, 1.4994, 4.9737)  -0.082
C (-0.7028, 2.5706, 5.2698)  -0.088
C (-1.7024, 2.9368, 4.3773)  -0.078
C (-1.8793, 2.2305, 3.1935)  -0.090
C (-2.3693, 1.0587, 0.3553)  -0.366
C (-3.6351, 0.6563, -0.0578)  -0.087
C (-4.3443, 1.4151, -0.9869)  -0.077
C (-3.7978, 2.5802, -1.5029)  -0.085
C (-2.5374, 2.9954, -1.0860)  -0.075
C (-1.8262, 2.2350, -0.1716)  -0.115
H (-0.5960, -2.4126, 0.7535)  -0.071
H (-0.9480, -4.0504, 1.2153)  0.094
H (-2.8639, -4.5667, 2.5389)  0.109
H (-4.8731, -3.7844, 3.7161)  0.103
H (-5.3336, -1.3459, 3.9288)  0.098
H (-3.7613, 0.2614, 2.9461)  0.103
H (0.6040, -0.0452, 3.5551)  0.101
H (0.9205, 1.2173, 5.6610)  0.103
H (-0.5725, 3.1212, 6.1946)  0.101
H (-2.3494, 3.7758, 4.6043)  0.103
H (-2.6529, 2.5305, 2.4967)  0.105
H (-4.0693, -0.2537, 0.3410)  0.095
H (-5.3243, 1.0836, -1.3107)  0.103
H (-4.3474, 3.1633, -2.2339)  0.103
H (-2.1012, 3.9012, -1.4933)  0.106
H (-0.8336, 2.5489, 0.1388)  0.086
C (3.8243, 2.2645, -1.5860)  -0.176
Si (2.2605, 2.1661, -0.5490)  0.407
C (1.5176, 3.8885, -0.4004)  -0.171
C (2.7408, 1.6298, 1.1921)  -0.172
N (1.1756, 0.9952, -1.2640)  -0.169
C (0.3700, 1.2181, -2.3238)  -0.338
C (0.4521, 2.3698, -3.1583)  -0.064
C (-0.4272, 2.5725, -4.1891)  -0.102
C (-1.4527, 1.6372, -4.4371)  -0.100
C (-1.5390, 0.4939, -3.6870)  -0.055
C (-0.6078, 0.2114, -2.6473)  -0.324
N (-0.5753, -0.9399, -1.9425)  -0.164
Si (-1.3728, -2.4411, -2.3522)  0.399
C (-0.2552, -3.8322, -1.7830)  -0.183
C (-3.0444, -2.5854, -1.5470)  -0.160
C (-1.5878, -2.6490, -4.2041)  -0.182
H (4.6931, 2.5196, -0.9658)  0.034
H (3.7309, 3.0375, -2.3593)  0.033
H (4.0263, 1.3159, -2.0990)  0.011
H (2.2462, 4.6508, -0.7020)  0.037
H (1.2197, 4.0991, 0.6313)  0.028
H (0.6327, 4.0086, -1.0328)  0.012
H (3.8228, 1.4746, 1.2970)  0.020
H (2.2498, 0.7000, 1.4763)  -0.027
H (2.4394, 2.3858, 1.9267)  0.032
H (1.2336, 3.0974, -2.9671)  0.085
H (-0.3438, 3.4621, -4.8037)  0.098
H (-2.1762, 1.8229, -5.2212)  0.098
H (-2.3432, -0.2100, -3.8681)  0.087
H (0.5442, -3.4556, -1.1396)  -0.040
H (0.2156, -4.3146, -2.6465)  0.029
H (-0.8082, -4.6031, -1.2319)  0.028
H (-2.9907, -2.4036, -0.4671)  0.006
H (-3.4567, -3.5913, -1.7018)  0.040
H (-3.7493, -1.8594, -1.9736)  0.030
H (-0.8158, -2.0911, -4.7492)  0.038
H (-2.5632, -2.2981, -4.5576)  0.026
H (-1.4956, -3.7070, -4.4748)  0.029
S (2.1286, -2.4572, 0.9560)  0.631
C (3.6906, -1.9223, 0.5847)  -0.820
N (4.7681, -2.4246, 1.2153)  0.012
C (6.1224, -1.8978, 1.0621)  -0.167
C (6.2991, -1.3917, -0.3573)  -0.158
C (5.1949, -0.4032, -0.6713)  -0.189
N (3.9011, -1.0030, -0.3655)  0.028
H (4.5637, -3.0954, 1.9348)  0.118
H (6.8280, -2.6957, 1.2800)  0.120
H (6.3029, -1.0874, 1.7734)  0.122
H (6.2437, -2.2362, -1.0487)  0.126
H (7.2705, -0.9139, -0.4716)  0.120
H (5.2086, -0.1304, -1.7228)  0.110
H (5.3349, 0.5131, -0.0920)  0.101
H (3.0623, -0.6399, -0.7988)  0.070

LUMO (spin up / spin down)   0.34 / -0.56 eV
Spin multiplicity   3
⟨S²⟩   2.022
HOMO level (spin up / spin down)   -6.02 / -6.74 eV
Relative energy (zero: lowest compared OMol25 entry of this formula, charge and spin)   4.2 kcal per mole


Density functional theory data (ωB97M-V/def2-TZVPD) for C11H10Cl3N4O6SSeW as an isolated structure in a non-equilibrium geometry.

Each line ends with the Löwdin charge.
Atoms and positions in Å:
W (-0.0922, 0.1302, -0.0118)  1.438
N (3.6443, -1.5025, 1.3233)  0.191
C (2.7057, -0.6950, 0.8045)  -0.525
O (1.9205, -1.0913, -0.0590)  -0.171
C (2.6420, 0.7364, 1.2512)  -0.219
C (1.7230, 1.4960, 0.2988)  -0.289
H (3.5790, -2.4896, 1.1412)  0.114
H (4.1899, -1.1871, 2.1042)  0.110
H (3.6630, 1.1321, 1.3434)  0.109
H (2.1921, 0.7443, 2.2519)  0.105
H (2.2537, 1.7659, -0.6247)  0.038
H (1.4267, 2.4205, 0.7884)  0.026
Se (0.5295, -2.9731, -1.8689)  1.142
N (-0.3812, -2.0627, -0.6278)  -0.367
C (-1.3668, -2.8311, -0.2049)  -0.319
C (-2.3404, -2.4761, 0.7933)  -0.003
C (-3.2707, -3.3961, 1.1263)  -0.057
C (-3.3230, -4.6990, 0.5135)  -0.086
C (-2.4355, -5.0792, -0.4285)  -0.047
C (-1.4164, -4.1472, -0.8266)  -0.389
N (-0.4917, -4.4129, -1.7236)  -0.255
H (-2.3103, -1.5108, 1.2778)  0.074
H (-3.9966, -3.1480, 1.8897)  0.108
H (-4.0955, -5.3904, 0.8284)  0.096
H (-2.4627, -6.0569, -0.8900)  0.103
O (-0.0607, 1.3232, 3.1081)  -0.392
S (-0.6159, -0.0312, 3.1242)  0.286
O (-0.0320, -0.8692, 4.1563)  -0.364
O (-0.1393, -0.7185, 1.7622)  -0.538
O (-2.0713, -0.0638, 3.0678)  -0.371
O (-1.6722, 0.1707, -0.7221)  -0.538
Cl (-2.2115, 4.3723, 3.0010)  0.629
C (-2.1294, 4.2364, 1.2407)  -1.578
Cl (-3.7649, 4.1782, 0.5550)  0.606
Cl (-1.2578, 5.6472, 0.5741)  0.574
C (-1.4242, 3.0271, 0.8739)  -0.309
N (-0.8702, 2.0700, 0.5836)  0.069

LUMO   1.80 eV
Net charge   -1
HOMO level   -3.28 eV
Relative energy (zero: lowest compared OMol25 entry of this formula, charge and spin)   57.7 kcal per mole


Density functional theory data (ωB97M-V/def2-TZVPD) for a 2-piece molecular cluster, HNO3P2 overall in a non-equilibrium geometry.

Each line ends with the Löwdin charge.
Atoms and positions in Å:
N (-0.0644, -0.6680, 0.3552)  -0.776
O (-0.3075, -1.6517, 1.0183)  -0.034
O (0.3171, -0.8368, -0.9681)  -0.332
O (1.1736, 1.0938, -2.4270)  -0.422
P (-0.0315, 0.6939, -1.7387)  0.682
P (-0.0516, 0.9265, 0.7444)  0.800
H (-1.0357, 0.4424, 3.0160)  0.081

LUMO (spin up / spin down)   -2.84 / -1.76 eV
HOMO level (spin up / spin down)   -9.61 / -9.62 eV
Relative energy (zero: lowest compared OMol25 entry of this formula, charge and spin)   74.9 kcal per mole


Density functional theory data (ωB97M-V/def2-TZVPD) for a 2-piece molecular cluster, C16H22F5O6S2 overall in a non-equilibrium geometry.

Each line ends with the Löwdin charge.
Atoms and positions in Å:
C (-2.3771, 3.4825, 3.9200)  -0.082
C (-2.3902, 2.8356, 2.3787)  -0.241
O (-1.0604, 2.8254, 1.7464)  -0.217
C (-0.1830, 1.7830, 2.3215)  -0.321
S (-0.6214, 0.0462, 1.7777)  1.209
C (-1.3947, 0.2788, 0.0452)  -0.302
O (-1.4057, -1.0676, -0.5542)  -0.233
C (-2.2064, -1.1267, -1.7855)  -0.211
C (-2.3490, 0.2892, -2.5978)  -0.099
C (0.8807, -1.0242, 1.4547)  -0.429
F (1.4753, -0.6612, 0.1363)  -0.022
F (0.4121, -2.4568, 1.3911)  -0.025
C (2.0415, -0.9684, 2.6099)  -0.088
C (1.9924, -1.9286, 3.9610)  0.023
C (3.2071, -1.8915, 5.0968)  -0.017
C (4.5229, -0.8834, 4.9380)  0.047
C (4.5853, 0.0839, 3.5903)  -0.025
C (5.9334, 1.0497, 3.4250)  -0.196
F (7.1000, 0.4488, 4.1735)  -0.006
F (6.3890, 1.0976, 1.9853)  -0.005
F (5.6801, 2.4286, 3.9316)  0.013
C (3.3731, 0.0233, 2.4886)  0.065
H (-1.6992, 2.8741, 4.6600)  0.075
H (-2.0840, 4.6179, 3.8156)  0.102
H (-3.4815, 3.3957, 4.3363)  0.101
H (-2.9671, 1.8105, 2.3239)  0.122
H (-3.0477, 3.6035, 1.7443)  0.152
H (-0.1423, 1.8557, 3.5090)  0.138
H (0.9201, 2.0497, 1.9535)  0.149
H (-0.6161, 0.9821, -0.5245)  0.147
H (-2.4473, 0.7798, 0.1494)  0.132
H (-3.2827, -1.5824, -1.6426)  0.146
H (-1.6287, -1.8717, -2.5180)  0.140
H (-1.2871, 0.7875, -2.7722)  0.106
H (-2.8028, 0.1361, -3.6849)  0.063
H (-3.1106, 1.0159, -2.0463)  0.097
H (1.1148, -2.7097, 4.1719)  0.117
H (3.1681, -2.6156, 6.0432)  0.109
H (5.4027, -0.8853, 5.7413)  0.125
H (3.4445, 0.6984, 1.5274)  0.115
C (-0.5967, -1.7208, -6.7609)  -0.168
C (-1.6670, -2.4316, -7.5849)  -0.167
O (-2.7937, -2.5413, -6.7182)  -0.183
S (-2.8180, -1.2551, -5.7154)  0.682
O (-3.7293, -0.2742, -6.2618)  -0.215
O (-2.9022, -1.7368, -4.3563)  -0.283
O (-1.2949, -0.7433, -5.9914)  -0.194
H (-0.1075, -2.4135, -6.0686)  0.134
H (0.1587, -1.2424, -7.3901)  0.141
H (-1.3441, -3.4187, -7.9244)  0.142
H (-1.9636, -1.8287, -8.4497)  0.137

LUMO   -4.04 eV
Net charge   +1
HOMO level   -12.31 eV


Q: Number 6 is which compound?
A: C16H22F5O6S2


What did the first record say?
Density functional theory data (ωB97M-V/def2-TZVPD) for a 3-piece molecular cluster, H4IO2 overall in a non-equilibrium geometry.

Each line ends with the Löwdin charge.
Atoms and positions in Å:
I (-29.9452, 1.1872, -8.9237)  -0.391
O (-26.9080, -0.4363, -8.0092)  -0.089
H (-26.9386, -1.1046, -7.3344)  0.009
H (-27.7810, -0.2226, -8.1678)  -0.188
O (-27.8412, 1.7837, -11.5881)  -0.131
H (-28.4231, 1.8770, -12.3024)  -0.025
H (-28.3877, 1.8344, -10.7963)  -0.185

LUMO   3.76 eV
Net charge   -1
HOMO level   -3.88 eV
Relative energy (zero: lowest compared OMol25 entry of this formula, charge and spin)   6.9 kcal per mole